(1)
Density functional theory data (ωB97M-V/def2-TZVPD) for a molecular structure, C10H16F7NO4S2Si2Yb.

CARTESIAN COORDINATES (ANGSTROEM)
H: -3.704193 2.734851 0.534413
H: -1.137812 -0.501734 0.516544
H: -0.480998 1.648991 2.350187
H: 3.876892 -0.303378 2.310386
S: 3.049241 1.581427 -0.652900
F: 3.413601 1.508407 -3.336712
H: -2.698646 0.757714 -1.143710
H: 2.082306 -0.975178 3.838501
C: 2.037351 -3.483929 2.885071
C: 1.848795 -1.259594 -3.894828
F: 1.092279 1.613580 -2.693004
O: 0.067880 2.014701 0.313738
C: 2.411394 0.965064 -2.345503
H: -2.412726 -1.430515 2.326242
C: -4.178938 1.677683 0.342935
F: 1.746479 -0.263154 -4.984722
H: -4.733083 -1.053254 0.647351
H: -4.129023 -1.269644 -1.219845
H: -3.322305 0.167431 2.840050
N: 2.761188 -2.710519 1.971961
C: -3.100944 0.506292 -0.060183
F: 0.459117 -1.815371 -3.702360
H: -4.896508 1.810412 -0.600069
S: 1.501844 -4.358250 4.257196
H: -1.414692 -0.110630 3.241162
Si: 2.576157 -0.948829 2.449566
O: 3.260643 3.131986 -0.846107
C: -1.838208 0.346367 0.980403
O: 1.312864 -0.303166 1.412759
C: 2.349650 -0.669252 -2.450677
C: -2.294433 -0.262257 2.466521
Yb: 2.900948 -1.333331 -6.595366
C: -3.850633 -0.986766 -0.118948
F: 3.720372 -1.231668 -2.188752
H: -4.902500 1.333992 1.223486
H: -1.678625 2.699560 1.341376
F: 2.707736 -2.441634 -4.223008
O: 4.467334 0.998325 -0.321672
F: 1.466292 -1.311219 -1.410875
H: 2.106232 2.204315 2.065601
Si: 1.614275 1.363721 0.944484
H: -3.037266 -1.774439 0.240166
C: -1.019333 1.732892 1.289141

Force components x, y, z for each atom (eV/Å):
H -0.891 -2.207 -0.201
H -1.157 2.170 0.967
H -1.397 0.050 -1.931
H 0.011 0.288 -0.341
S 8.148 5.529 -0.246
F -3.136 -2.295 2.627
H -0.619 -0.485 2.249
H -0.001 0.401 -0.133
C 3.518 2.281 -0.751
C -3.985 -2.950 3.055
F 4.342 -2.707 1.003
O 2.759 -1.669 1.197
C -0.880 1.842 -2.656
H 0.096 2.442 0.455
C -0.838 -0.382 -0.865
F 0.600 -2.574 2.115
H 1.553 0.173 -1.740
H 0.139 0.614 2.252
H 2.217 -0.709 -0.627
N -5.046 -3.480 5.734
C -0.336 -0.282 0.259
F 5.549 2.262 -1.594
H 1.521 -0.255 2.031
S 1.486 2.743 -4.847
H -1.999 -0.171 -1.511
Si -1.529 -2.214 -0.465
O -2.130 -5.596 0.311
C -0.097 -0.176 0.670
O 2.927 2.813 -0.048
C 1.207 -1.950 2.632
C 0.168 -0.747 -0.732
Yb 0.535 -0.427 -0.568
C 1.327 0.088 0.212
F -4.619 2.046 -1.304
H 1.827 0.865 -1.725
H 1.154 -2.023 -0.276
F -2.292 3.908 -1.001
O -5.637 0.445 -1.375
F 3.065 2.670 -3.896
H 0.328 -0.294 -0.519
Si -6.235 -1.284 1.326
H -1.780 1.489 -0.861
C 0.127 -0.241 1.121

Kohn-Sham gap	2.6	eV
total charge	+2


(2)
Density functional theory data (ωB97M-V/def2-TZVPD) for 2 unconnected molecules or ions with the total composition C10H16INOS.

CARTESIAN COORDINATES (ANGSTROEM)
H: 0.129760 -3.522226 0.351517
H: -1.691304 -1.030927 -0.230097
H: 2.034335 -0.080046 0.244915
C: 0.893739 -0.472933 -1.397930
H: -1.787666 -1.735061 1.257641
H: 1.556789 0.000747 -2.104839
H: 0.500257 5.636207 -0.010756
N: -0.208554 2.659172 1.834537
S: -0.609988 4.047109 -1.390398
H: 1.969484 -2.381976 -1.129716
H: -1.269920 5.654231 0.369783
H: -1.477291 -3.566475 -0.381656
C: 0.901749 -0.089161 0.052792
O: 0.499952 1.323120 0.331063
H: -0.881700 -2.640794 -2.215860
C: -0.378906 5.052261 0.014340
H: 1.700314 -2.123276 -2.653213
H: 0.085055 -3.907988 -1.790635
H: -0.163672 -0.375052 -1.812148
C: -0.371537 0.215364 2.037568
C: -1.063409 -1.618576 0.445444
C: 0.054196 1.442126 1.537371
C: 1.214793 -2.028884 -1.725155
I: -0.762827 3.332605 3.645382
C: -0.012442 -2.839034 -1.630182
H: -0.161432 4.380926 0.920237
H: 0.665862 -1.579621 1.565259
C: 0.091981 -0.827057 1.095513
H: -0.815067 -0.020916 2.952272
C: -0.642552 -2.903866 -0.183047

Force components x, y, z for each atom (eV/Å):
H -0.875 0.835 0.429
H 0.503 0.257 -0.363
H -1.417 -0.152 0.591
C -2.554 -2.208 -2.001
H 0.075 -0.730 0.137
H 0.232 1.145 0.606
H 0.887 0.986 -0.416
N 0.356 1.264 0.960
S -0.160 -0.227 -0.238
H 1.689 -1.008 2.297
H 0.849 -0.577 -0.755
H -0.440 -0.075 0.565
C 3.128 1.717 0.585
O 2.006 -1.319 -3.993
H -0.114 1.151 -1.239
C -1.170 -0.150 2.456
H 0.150 0.362 -1.726
H 0.853 -0.239 -0.501
H 1.260 0.311 0.358
C 1.361 -1.007 -0.404
C -0.961 0.599 1.122
C -2.248 0.739 1.385
C -1.831 2.587 0.048
I -0.150 -0.526 0.113
C -1.552 -1.536 2.220
H -0.409 0.424 -1.484
H 0.866 -0.777 0.805
C -1.182 -0.485 -1.536
H -0.646 0.041 1.237
C 1.493 -1.403 -1.258

Kohn-Sham gap (alpha / beta)	7.1 / 7.1	eV
relative energy (zero: lowest compared OMol25 entry of this formula, charge and spin)	0.0	kJ/mol


(3)
Density functional theory data (ωB97M-V/def2-TZVPD) for a gas-phase ion, C10H16N (charge +1).

CARTESIAN COORDINATES (ANGSTROEM)
H: 0.932368 2.078960 1.956205
H: -0.777103 0.708543 -3.952668
H: -1.831777 1.223808 -2.702181
C: 1.322218 -0.600393 1.179017
C: 0.434853 1.251655 2.561022
H: -1.570113 -0.462440 -3.087895
C: 1.357902 0.276232 0.168342
C: -1.059476 0.577412 -2.971203
H: 0.030887 -2.348877 1.496073
H: 0.659307 1.591275 -1.986003
C: -0.852200 0.597919 0.309692
N: 0.083300 -0.053569 -0.715447
H: -1.568795 0.265340 2.295271
H: -1.878853 0.234398 -0.100312
C: 0.664769 -0.167599 2.426574
H: -0.982734 -1.920983 -0.698893
C: 0.031824 -1.495613 -0.657363
C: 0.689051 -1.868556 0.701018
H: 1.523366 -2.657681 0.721065
H: 0.182447 1.583061 3.650087
H: 0.631230 -2.043695 -1.391502
H: 0.936785 0.054178 -2.584993
H: -0.867381 1.665420 -0.008334
C: -0.607097 0.433248 1.871621
H: 0.692155 -0.711123 3.461339
H: 1.632111 1.240786 0.172529
C: 0.190957 0.548293 -2.113061

Force components x, y, z for each atom (eV/Å):
H -0.497 -1.404 1.083
H 0.770 0.937 -2.181
H -0.953 1.355 0.577
C -1.643 -0.652 -0.651
C -0.449 3.956 1.736
H 0.950 1.407 0.699
C -1.056 -3.603 -0.808
C -0.540 -3.817 1.305
H 0.256 1.065 -1.149
H -1.101 -1.278 0.081
C -2.716 0.462 -1.647
N 3.607 1.320 1.141
H -0.381 -0.222 0.801
H 1.287 0.414 1.442
C 2.037 -1.009 2.451
H 0.206 0.610 -0.123
C 0.067 -3.202 0.950
C 0.788 -2.344 1.592
H -1.077 0.947 -1.035
H 0.409 -0.468 -2.271
H -0.180 0.969 -0.521
H 2.221 -2.094 -1.288
H 0.286 -0.559 0.568
C -1.058 0.157 -1.886
H -0.181 0.505 -2.488
H 0.698 3.286 -0.176
C -1.749 3.263 1.798

SMILES	CC[N@+]12C=C(CC1)[C@H]1C[C@H]1C2
Kohn-Sham gap	9.3	eV
total charge	+1
relative energy (zero: lowest compared OMol25 entry of this formula, charge and spin)	522.8	kJ/mol


(4)
Density functional theory data (ωB97M-V/def2-TZVPD) for C10H16N2O7 in the gas phase.

CARTESIAN COORDINATES (ANGSTROEM)
C: -0.316938 -1.502873 2.099783
H: 5.631699 -3.178260 0.897012
N: -0.050914 2.945850 -1.875866
C: 1.974526 -1.095133 1.504730
H: 0.446921 2.059424 -2.248952
C: -2.268545 1.182278 -2.115556
H: 0.656705 3.792455 -1.607127
H: -2.587951 3.246101 -1.286061
H: -0.616305 0.566991 1.488885
C: 0.082463 0.910838 -0.395334
H: 1.920787 -0.930787 2.722558
C: 0.517909 -1.041381 1.033109
C: -2.164550 2.183121 -0.979649
C: -3.854748 1.259718 -2.522144
O: 0.612677 0.365508 -1.447999
O: 4.685707 -3.424807 1.321766
O: -4.134177 1.761890 -3.696824
H: -1.616343 1.558769 -2.928199
H: -0.853567 -2.932180 3.126693
N: 0.287523 0.334170 0.836740
O: -1.165438 -0.826274 2.672451
H: -5.617899 0.845878 -1.847210
H: 0.492385 -1.404995 -0.032798
H: -0.373365 3.046926 0.243022
C: 2.556608 -2.471644 1.090339
H: 2.228392 -3.325382 1.626095
C: 4.033582 -2.235973 1.329794
H: 2.511104 -2.496555 -0.178893
H: -2.730356 1.857436 0.024218
O: -0.141834 -2.888780 2.340047
O: -4.707990 0.737035 -1.628581
O: 4.575063 -1.112057 1.579852
H: -2.019949 -0.017021 -1.700006
H: 2.656336 -0.075810 1.133502
C: -0.649519 2.305523 -0.579399

Force components x, y, z for each atom (eV/Å):
C -2.742 -2.610 0.820
H -2.696 -0.997 1.896
N 2.148 -0.143 1.731
C 0.758 1.345 1.979
H -0.208 2.335 0.244
C -2.729 -2.452 1.302
H -1.910 -3.196 -0.852
H 1.115 -2.209 0.590
H 2.856 0.012 -1.584
C 2.244 -1.524 -3.252
H 0.563 -0.617 -2.890
C 3.213 1.620 -3.076
C -0.247 0.752 3.330
C 1.733 1.489 -5.875
O -1.856 1.619 3.670
O 3.441 1.660 -2.148
O 0.360 -2.397 6.101
H -0.772 -0.794 0.207
H 2.202 -0.642 -2.223
N -5.993 3.999 1.510
O 1.566 -1.377 -0.436
H -1.182 0.358 -0.831
H -0.471 -0.976 1.238
H -0.904 -1.376 -0.627
C 2.044 3.852 -2.886
H -0.568 -0.799 0.006
C 1.505 2.540 1.439
H -0.210 -0.469 3.592
H 0.762 0.485 -2.337
O -2.980 2.946 2.767
O 2.078 0.232 0.142
O -1.454 -4.656 -1.371
H -0.647 3.670 -1.468
H -2.230 -3.510 0.744
C 1.211 1.830 -1.454

SMILES	N[C@@H](CCC(=O)O)C(=O)N[C@@H](CCC(=O)O)C(=O)O
Kohn-Sham gap	9.7	eV
relative energy (zero: lowest compared OMol25 entry of this formula, charge and spin)	524.4	kJ/mol


(5)
Density functional theory data (ωB97M-V/def2-TZVPD) for 3 unconnected molecules or ions with the total composition C10H16N2O8S.

CARTESIAN COORDINATES (ANGSTROEM)
C: 0.977171 -1.610956 -2.115938
C: 2.203355 -2.167005 -2.798200
H: 0.088727 -1.821428 -2.721147
H: 1.517559 -1.955809 -0.046051
S: 0.254783 2.029563 -0.393162
N: 3.079992 3.312180 -0.777073
N: -1.896934 2.960347 0.336095
O: 0.206700 -0.316834 1.233302
H: 2.132460 -2.098221 -3.885608
H: -0.105766 -2.570419 -0.508695
C: 0.921553 -2.413727 -0.838595
O: 0.815087 1.523977 -1.702260
H: 2.374172 3.161280 1.329837
H: -3.570182 0.260304 2.159354
O: -3.937820 4.354745 -0.285593
H: -3.422146 -1.927823 3.231428
H: 2.348516 4.822772 0.532796
H: 3.787527 2.645321 -0.420773
H: 3.522075 4.165412 -1.148686
C: -2.788807 -1.760395 2.358295
C: -0.931622 -0.591416 1.529181
O: -1.440681 2.169309 -0.706707
O: 2.262626 -3.543554 -2.404274
C: 2.134703 3.696706 0.336359
C: 1.561709 -3.710602 -1.248378
C: -3.061870 3.499059 0.014190
O: 0.730433 3.617161 -0.055597
H: 1.025408 -0.531898 -1.952859
C: -1.353057 -1.431423 2.702658
H: -0.742234 -2.331252 2.781371
C: -3.209578 -0.565009 1.537754
H: -3.980568 -0.821056 0.808351
O: 1.504883 -4.748834 -0.635403
H: -1.279435 -0.833088 3.614144
H: -2.820215 -2.663997 1.740593
H: 3.122324 -1.670799 -2.471155
O: -2.024465 -0.139373 0.856992

Force components x, y, z for each atom (eV/Å):
C -0.363 0.729 -0.109
C 0.108 0.340 -0.353
H 0.106 0.021 0.012
H -0.144 -0.117 0.054
S 2.093 -1.730 -2.079
N -0.438 0.256 1.753
N -5.734 2.227 -0.267
O -1.030 -0.199 -0.084
H 0.148 -0.218 0.117
H 0.251 -0.119 0.270
C -0.184 0.145 -0.323
O -1.972 2.022 3.214
H -0.705 0.382 -1.724
H 0.056 -0.012 -0.049
O 4.936 -5.733 2.130
H 0.002 0.057 -0.127
H -1.046 -1.900 -0.145
H -0.614 0.761 -0.520
H -0.202 -0.903 0.304
C -0.332 -0.532 0.320
C 0.993 0.324 0.158
O 1.896 0.484 -0.957
O -0.165 -0.416 0.362
C 1.962 1.395 -0.016
C 0.031 -0.786 0.773
C -0.175 4.159 -0.981
O 0.046 -0.705 -0.902
H 0.030 -0.314 -0.126
C -0.273 -0.429 0.001
H 0.199 0.308 0.109
C -0.623 0.045 -0.007
H 0.198 0.206 -0.069
O 0.243 0.454 -0.790
H 0.151 -0.042 -0.048
H -0.034 0.104 0.070
H -0.038 -0.048 -0.002
O 0.622 -0.217 0.028

Kohn-Sham gap	9.4	eV
relative energy (zero: lowest compared OMol25 entry of this formula, charge and spin)	159.2	kJ/mol


(6)
Density functional theory data (ωB97M-V/def2-TZVPD) for 2 unconnected molecules or ions with the total composition C10H16N3O2.

CARTESIAN COORDINATES (ANGSTROEM)
O: -1.684548 -1.526774 -1.652562
H: -1.421284 -1.925022 -4.392198
C: -0.612861 -0.168563 0.841908
H: -2.723505 -0.772787 -4.127050
H: -1.123644 2.418544 2.820923
H: -3.567141 -2.114395 -2.321420
H: 1.420090 1.757616 -0.010276
C: 0.273055 0.719291 -1.426783
C: 2.255525 0.154834 2.729791
H: 1.754498 2.126736 -1.763905
H: -2.834374 -3.032839 -0.984066
H: -0.654778 -1.216326 0.623911
H: -1.510245 0.418035 0.834606
H: 0.280152 3.464379 2.576987
O: 1.393226 -0.608111 1.980375
H: -2.244178 -3.270152 -2.648037
H: 4.208153 -0.614441 2.467845
H: -1.131871 -0.194466 -4.657792
H: -0.612807 2.820982 1.178864
C: 0.650765 1.438704 2.202367
C: -1.222517 -0.757918 -2.619399
C: -1.647086 -0.919359 -4.034251
C: 1.181538 1.558382 -1.044809
N: -0.384107 0.174302 -2.354701
H: 3.267395 -1.395704 3.737761
C: 3.486976 -0.439256 3.266639
N: 1.821879 1.362804 2.866195
C: -0.255844 2.604659 2.185342
C: -2.638557 -2.541798 -1.935550
N: 0.359740 0.233374 1.667178
H: 3.916359 0.245268 3.992109

Force components x, y, z for each atom (eV/Å):
O 0.184 -0.069 0.568
H -0.010 -0.015 -0.011
C 0.538 -0.263 1.455
H -0.071 -0.024 -0.042
H -0.077 0.000 0.044
H 0.107 -0.016 0.058
H -0.034 -0.055 -0.162
C -0.364 -0.372 2.631
C -0.206 0.321 -0.100
H 0.304 0.150 -0.290
H 0.001 0.022 -0.124
H 0.164 -0.173 -0.346
H 0.002 0.394 -0.284
H 0.006 -0.008 -0.027
O 0.275 -0.907 -0.312
H -0.015 0.079 0.108
H 0.022 -0.018 -0.043
H -0.018 -0.045 0.131
H 0.011 0.053 -0.080
C 0.290 1.237 1.257
C 1.000 1.221 -0.177
C -0.308 -0.272 -0.152
C 0.904 0.759 -0.189
N -1.125 -0.859 -2.725
H 0.042 -0.051 0.047
C -0.037 -0.298 -0.116
N -0.339 0.451 -0.075
C 0.029 -0.151 -0.133
C -0.442 -0.485 -0.193
N -0.784 -0.625 -0.693
H -0.046 0.020 -0.021

2S+1	3
Kohn-Sham gap (alpha / beta)	5.4 / 6.9	eV
total charge	+1
relative energy (zero: lowest compared OMol25 entry of this formula, charge and spin)	84.2	kJ/mol